<P>
Here is C40H49N3O3PRuS3 as an isolated structure from the OMol25 dataset. Energies are from ωB97M-V/def2-TZVPD.

The geometry in XYZ format:
```
100
Properties=species:S:1:pos:R:3:lowdin_charge:R:1
Ru 0.05 -0.14 0.01 0.81
O 1.42 1.64 0.43 -0.28
N 2.43 1.86 -0.40 -0.22
C 2.95 3.11 -0.44 -0.02
C 4.00 3.42 -1.25 -0.06
C 4.53 2.43 -2.08 -0.06
C 3.99 1.17 -2.04 -0.09
C 2.92 0.87 -1.17 -0.67
S 2.26 -0.71 -1.06 0.66
H 2.48 3.81 0.23 0.14
H 4.40 4.43 -1.25 0.11
H 5.35 2.65 -2.75 0.11
H 4.36 0.37 -2.66 0.11
O -0.49 -0.42 2.23 -0.64
S -0.61 -0.62 3.71 1.03
C -0.49 -2.44 3.86 -0.28
C -1.60 -3.01 2.99 -0.23
C -1.37 -4.48 2.58 -0.20
C -1.69 -4.71 1.10 -0.30
S -0.54 -3.93 -0.10 1.02
O -0.71 -2.44 0.05 -0.63
C 0.98 -4.36 0.72 -0.40
C 1.31 -5.70 0.88 -0.09
C 2.47 -6.04 1.57 -0.06
C 3.30 -5.03 2.06 -0.06
C 2.98 -3.70 1.85 -0.05
C 1.82 -3.36 1.18 -0.11
C 0.99 -0.22 4.40 -0.38
C 2.05 -0.02 3.54 -0.07
C 3.29 0.34 4.07 -0.06
C 3.43 0.51 5.45 -0.07
C 2.35 0.32 6.30 -0.07
C 1.11 -0.05 5.78 -0.08
H -0.56 -2.70 4.92 0.11
H 0.50 -2.70 3.47 0.09
H -1.63 -2.41 2.09 0.06
H -2.57 -2.90 3.49 0.12
H -2.00 -5.15 3.17 0.12
H -0.34 -4.77 2.77 0.10
H -2.67 -4.29 0.84 0.10
H -1.69 -5.77 0.83 0.09
H 0.66 -6.48 0.49 0.12
H 2.72 -7.08 1.72 0.11
H 4.20 -5.30 2.60 0.11
H 3.64 -2.92 2.22 0.11
H 1.55 -2.32 1.01 0.03
H 1.91 -0.11 2.47 0.08
H 4.13 0.50 3.42 0.11
H 4.38 0.81 5.85 0.11
H 2.46 0.46 7.36 0.11
H 0.26 -0.20 6.43 0.11
C -1.73 3.32 -0.38 -0.21
P -1.73 1.58 0.15 0.98
C -3.15 0.83 -0.72 -0.38
C -3.84 1.45 -1.76 -0.08
C -4.84 0.77 -2.44 -0.08
C -5.17 -0.53 -2.09 -0.08
C -4.48 -1.16 -1.06 -0.08
C -3.47 -0.49 -0.39 -0.13
C -2.36 1.80 1.86 -0.37
C -3.61 1.39 2.30 -0.07
C -3.98 1.59 3.63 -0.07
C -3.11 2.21 4.51 -0.09
C -1.86 2.62 4.08 -0.09
C -1.48 2.40 2.76 -0.13
H -2.74 3.72 -0.30 0.06
H -1.36 3.42 -1.40 0.03
H -1.07 3.87 0.29 0.05
H -3.60 2.46 -2.04 0.10
H -5.38 1.26 -3.25 0.11
H -5.96 -1.06 -2.62 0.11
H -4.72 -2.19 -0.79 0.11
H -2.91 -0.99 0.40 0.09
H -4.31 0.91 1.62 0.10
H -4.96 1.26 3.97 0.11
H -3.41 2.39 5.54 0.11
H -1.17 3.10 4.76 0.11
H -0.48 2.68 2.42 0.11
C -0.32 0.25 -6.48 -0.06
C -1.45 0.61 -5.51 -0.20
N -1.43 -0.16 -4.27 -0.07
C -2.05 -1.49 -4.28 -0.20
C -1.05 -2.63 -4.50 -0.05
C -0.78 0.26 -3.16 -0.41
C -0.10 1.60 -3.19 0.00
N -0.70 -0.42 -2.07 0.02
H -0.32 0.95 -7.32 0.08
H -0.46 -0.75 -6.88 0.07
H 0.65 0.30 -5.98 0.08
H -2.41 0.43 -5.99 0.12
H -1.41 1.67 -5.27 0.10
H -2.79 -1.49 -5.08 0.12
H -2.59 -1.63 -3.34 0.10
H -0.58 -2.55 -5.47 0.07
H -1.58 -3.58 -4.45 0.08
H -0.27 -2.62 -3.74 0.07
H -0.82 2.40 -3.35 0.08
H 0.65 1.65 -3.98 0.09
H 0.39 1.75 -2.23 0.05
H -1.13 -1.34 -2.07 0.04
```

LUMO (alpha / beta) = -1.718 / -1.678 eV
Gap between HOMO and LUMO (alpha / beta) = 0.2740 / 0.2767 Eh
Charge = +1

<Q>
Here is C40H49N3O3PRuS3 as an isolated structure from the OMol25 dataset. Energies are from ωB97M-V/def2-TZVPD.

The geometry in XYZ format:
```
100
Properties=species:S:1:pos:R:3:lowdin_charge:R:1
Ru 0.01 -0.50 0.12 0.80
O -0.41 -1.93 1.54 -0.33
N -0.62 -3.20 1.15 -0.21
C -0.42 -4.17 2.07 -0.02
C -0.63 -5.48 1.77 -0.05
C -1.04 -5.81 0.47 -0.06
C -1.23 -4.82 -0.45 -0.08
C -1.03 -3.46 -0.11 -0.67
S -1.28 -2.17 -1.19 0.71
H -0.10 -3.80 3.04 0.14
H -0.48 -6.23 2.53 0.11
H -1.20 -6.84 0.19 0.11
H -1.54 -5.03 -1.47 0.11
O -1.02 1.11 1.35 -0.64
S -1.90 2.03 2.15 1.03
C -2.74 2.95 0.84 -0.29
C -1.65 3.57 -0.03 -0.23
C -2.13 3.94 -1.45 -0.20
C -1.13 3.51 -2.52 -0.30
S -0.96 1.71 -2.78 1.02
O -0.34 1.17 -1.52 -0.63
C -2.70 1.31 -2.76 -0.40
C -3.52 1.83 -3.75 -0.09
C -4.88 1.55 -3.71 -0.06
C -5.40 0.76 -2.69 -0.06
C -4.56 0.22 -1.73 -0.05
C -3.19 0.50 -1.75 -0.13
C -3.28 1.06 2.72 -0.38
C -3.45 -0.22 2.22 -0.07
C -4.51 -0.98 2.71 -0.06
C -5.36 -0.47 3.68 -0.07
C -5.16 0.81 4.18 -0.07
C -4.11 1.59 3.70 -0.08
H -3.42 3.67 1.30 0.11
H -3.31 2.21 0.28 0.09
H -0.87 2.82 -0.12 0.05
H -1.21 4.44 0.47 0.12
H -2.28 5.02 -1.53 0.12
H -3.09 3.48 -1.65 0.10
H -0.11 3.83 -2.29 0.10
H -1.39 3.90 -3.51 0.09
H -3.12 2.44 -4.55 0.12
H -5.54 1.96 -4.46 0.11
H -6.46 0.55 -2.65 0.11
H -4.95 -0.42 -0.95 0.11
H -2.53 0.09 -1.01 0.02
H -2.76 -0.62 1.50 0.08
H -4.66 -1.98 2.33 0.11
H -6.16 -1.07 4.06 0.11
H -5.82 1.21 4.94 0.11
H -3.94 2.59 4.09 0.11
C 2.77 -1.14 2.58 -0.21
P 1.82 0.05 1.60 0.97
C 3.06 0.96 0.61 -0.37
C 4.39 0.58 0.51 -0.08
C 5.25 1.25 -0.35 -0.08
C 4.79 2.31 -1.11 -0.08
C 3.46 2.70 -1.02 -0.08
C 2.59 2.02 -0.18 -0.13
C 1.40 1.26 2.92 -0.36
C 1.88 2.56 3.01 -0.07
C 1.47 3.39 4.05 -0.07
C 0.60 2.92 5.02 -0.09
C 0.10 1.62 4.93 -0.09
C 0.49 0.80 3.89 -0.14
H 3.61 -0.63 3.04 0.06
H 3.12 -1.98 1.98 0.02
H 2.12 -1.53 3.37 0.05
H 4.77 -0.25 1.09 0.10
H 6.29 0.94 -0.42 0.11
H 5.47 2.84 -1.77 0.11
H 3.09 3.52 -1.62 0.10
H 1.55 2.30 -0.13 0.09
H 2.58 2.93 2.27 0.10
H 1.85 4.40 4.11 0.11
H 0.30 3.56 5.84 0.11
H -0.59 1.25 5.68 0.11
H 0.08 -0.20 3.80 0.11
C 3.82 -3.90 -3.58 -0.06
C 4.27 -2.82 -2.60 -0.20
N 3.28 -1.77 -2.37 -0.07
C 3.21 -0.68 -3.33 -0.19
C 2.13 -0.85 -4.40 -0.05
C 2.36 -1.85 -1.38 -0.39
C 2.42 -3.00 -0.43 0.01
N 1.44 -0.96 -1.21 -0.06
H 4.55 -4.71 -3.61 0.08
H 3.73 -3.50 -4.59 0.07
H 2.85 -4.32 -3.29 0.08
H 5.17 -2.34 -2.97 0.12
H 4.53 -3.28 -1.65 0.10
H 4.19 -0.60 -3.80 0.12
H 3.06 0.26 -2.78 0.10
H 2.32 -1.72 -5.02 0.07
H 2.11 0.03 -5.05 0.08
H 1.14 -0.97 -3.95 0.07
H 3.37 -3.02 0.12 0.08
H 2.32 -3.95 -0.96 0.10
H 1.60 -2.90 0.28 0.05
H 1.40 -0.22 -1.90 0.04
```

LUMO (alpha / beta) = -1.603 / -1.603 eV
Gap between HOMO and LUMO (alpha / beta) = 0.2720 / 0.2721 Eh
Charge = +1

<Q> has the most favorable energy; the next structure is 0.0303 hartree above.

<P>
Here is an isolated molecule of C2H2S2 from the OMol25 dataset. Energies are from ωB97M-V/def2-TZVPD.

The geometry in XYZ format:
```
6
Properties=species:S:1:pos:R:3:lowdin_charge:R:1
C 0.33 -0.03 0.61 -0.64
C -0.32 0.02 -0.63 -0.66
S -0.06 1.03 1.94 0.64
S -0.06 -1.03 -1.99 0.66
H 1.30 -0.47 0.85 0.03
H -1.19 0.48 -0.78 -0.03
```

SMILES = S=CC=S
LUMO = -2.840 eV
Gap between HOMO and LUMO = 0.2454 Eh
Charge = 0

<Q>
Here is an isolated molecule of C2H2S2 from the OMol25 dataset. Energies are from ωB97M-V/def2-TZVPD.

The geometry in XYZ format:
```
6
Properties=species:S:1:pos:R:3:lowdin_charge:R:1
C 0.60 0.07 -0.53 -0.75
C -0.38 0.07 0.59 -0.78
H 1.63 -0.36 -0.11 0.10
H -1.19 0.73 0.33 0.02
S 0.34 0.69 -2.02 0.70
S -0.45 -0.76 1.98 0.70
```

SMILES = S=CC=S
LUMO = -2.153 eV
Gap between HOMO and LUMO = 0.2638 Eh
Charge = 0

<Q> has the most favorable energy; the next structure is 0.0276 hartree above.

<P>
Here is a 2-piece molecular cluster, C2HF2N overall from the OMol25 dataset. Energies are from ωB97M-V/def2-TZVPD.

The geometry in XYZ format:
```
6
Properties=species:S:1:pos:R:3:lowdin_charge:R:1
C 0.05 1.05 -0.01 -0.16
C 0.05 -0.36 0.14 -0.42
N -0.18 2.12 -0.27 0.21
F 1.30 -0.89 0.22 0.06
F -0.71 -1.00 1.07 0.07
H -0.51 -0.92 -1.15 0.25
```

LUMO = -0.125 eV
Gap between HOMO and LUMO = 0.4359 Eh
Charge = 0

<Q>
Here is a 2-piece molecular cluster, C2HF2N overall from the OMol25 dataset. Energies are from ωB97M-V/def2-TZVPD.

The geometry in XYZ format:
```
6
Properties=species:S:1:pos:R:3:lowdin_charge:R:1
C -2.66 -0.33 -0.02 -0.24
C 0.13 -0.78 0.11 -0.10
N -3.78 -0.19 -0.18 -0.09
F 0.57 -1.48 1.11 0.18
F -0.03 -1.42 -1.02 0.14
H 0.29 0.23 0.12 0.11
```

LUMO (alpha / beta) = -2.078 / -3.161 eV
Gap between HOMO and LUMO (alpha / beta) = 0.3251 / 0.2528 Eh
Charge = 0

<P> has the most favorable energy; the next structure is 0.0992 hartree above.